[1]
DFT (ωB97M-V/def2-TZVPD) results for a molecular structure, C37H46AuBGeN11OP.

The geometry in ORCA input format:
```
! wB97M-V def2-TZVPD RIJCOSX def2/J DEFGRID3
* xyz 1 2
Au 0.560 0.195 0.272
C 4.350 -0.914 -1.353
C 3.501 0.054 -0.813
N 2.534 -0.536 -0.113
N 2.731 -1.874 -0.189
C 3.825 -2.122 -0.929
B 1.822 -2.847 0.636
N 1.551 -2.160 2.036
C 1.664 -2.733 3.251
C 1.303 -1.816 4.217
C 0.960 -0.661 3.508
N 1.109 -0.876 2.205
N 0.463 -3.022 -0.082
C -0.146 -4.078 -0.672
C -1.408 -3.682 -1.055
C -1.499 -2.345 -0.648
N -0.374 -1.949 -0.062
N 2.599 -4.134 0.869
C 3.839 -4.178 1.448
C 4.159 -5.489 1.644
C 3.034 -6.198 1.154
N 2.094 -5.391 0.695
H 5.239 -0.754 -1.945
H 3.551 1.135 -0.873
H 4.161 -3.135 -1.105
H 1.994 -3.760 3.352
H 1.292 -1.963 5.288
H 0.638 0.308 3.877
H 0.354 -5.030 -0.742
H -2.160 -4.280 -1.549
H -2.333 -1.663 -0.724
H 4.396 -3.275 1.672
H 5.063 -5.888 2.082
H 2.877 -7.269 1.118
C 2.751 1.443 -4.203
N 1.280 1.501 -4.317
C 0.788 2.857 -4.002
P 0.462 0.231 -3.624
O 0.582 0.026 -2.145
N -1.098 0.568 -4.016
C -1.503 0.700 -5.419
C -2.181 0.202 -3.102
N 1.076 -1.074 -4.382
C 1.359 -1.138 -5.814
C 1.273 -2.331 -3.654
H 3.198 2.085 -4.963
H 3.109 0.427 -4.352
H 3.091 1.786 -3.220
H 1.276 3.575 -4.662
H 1.013 3.143 -2.965
H -0.285 2.922 -4.156
H -0.703 1.142 -6.010
H -2.370 1.359 -5.482
H -1.778 -0.264 -5.862
H -1.800 0.152 -2.084
H -2.624 -0.769 -3.353
H -2.971 0.957 -3.148
H 1.241 -0.164 -6.278
H 0.699 -1.852 -6.314
H 2.391 -1.465 -5.977
H 1.027 -2.200 -2.603
H 2.316 -2.655 -3.731
H 0.640 -3.124 -4.065
C -0.771 1.628 0.337
Ge -1.691 2.174 2.012
C -0.362 2.553 3.363
C 1.017 2.568 3.117
C 1.914 2.834 4.148
C 1.443 3.098 5.428
C 0.076 3.098 5.678
C -0.822 2.827 4.653
C -2.752 0.600 2.354
C -3.561 0.108 1.318
C -4.257 -1.087 1.474
C -4.137 -1.807 2.656
C -3.344 -1.324 3.691
C -2.657 -0.124 3.544
C -2.802 3.718 1.749
C -2.214 4.957 1.460
C -2.999 6.096 1.333
C -4.378 6.008 1.491
C -4.973 4.786 1.781
C -4.189 3.642 1.908
H -0.985 2.105 -0.634
H 1.405 2.344 2.132
H 2.980 2.826 3.952
H 2.141 3.299 6.233
H -0.294 3.309 6.674
H -1.887 2.819 4.869
H -3.658 0.665 0.386
H -4.892 -1.456 0.677
H -4.670 -2.744 2.775
H -3.264 -1.881 4.618
H -2.050 0.248 4.364
H -1.135 5.040 1.341
H -2.536 7.052 1.116
H -4.991 6.896 1.389
H -6.048 4.722 1.911
H -4.662 2.692 2.138
*
```

<S²>: 0.768
maximum force: 0.87 eV Å⁻¹
E_tot: -127722.3382 eV
E_HOMO (alpha / beta): -11.206 / -11.217 eV
HOMO-LUMO gap (alpha / beta): 6.57 / 6.39 eV

=====

[2]
DFT (ωB97M-V/def2-TZVPD) results for 3 unconnected molecules or ions with the total composition C37H46BF16N2O6P in a non-equilibrium geometry.

The geometry in ORCA input format:
```
! wB97M-V def2-TZVPD RIJCOSX def2/J DEFGRID3
* xyz 0 1
C 5.715 -4.155 1.465
C 5.958 -2.943 0.455
C 5.617 -1.521 1.099
C 6.478 -0.356 0.452
C 5.670 0.478 -0.638
C 4.514 1.302 0.113
C 3.075 0.828 -0.328
N 2.353 0.176 0.616
C 1.119 -0.170 0.064
C 0.152 -0.874 0.979
C -1.188 -1.292 0.541
B -2.098 -1.981 1.654
O -1.577 -2.082 2.969
O -3.412 -2.498 1.467
C -1.662 -1.041 -0.863
C -3.072 -1.408 -1.403
C -3.358 -2.961 -1.570
C -2.081 -3.875 -1.720
C -1.833 -4.720 -0.409
C -0.566 -4.760 0.322
C -0.487 -5.579 1.558
C -1.610 -6.361 2.073
C -2.892 -6.322 1.347
C -2.961 -5.524 0.131
C -0.707 -0.361 -1.769
P -1.149 0.017 -3.574
O -2.507 1.038 -3.627
O -1.473 -1.451 -4.375
C 0.664 0.071 -1.312
N 1.463 0.741 -2.236
C 2.659 1.136 -1.741
C 3.596 1.931 -2.731
C 3.910 3.407 -2.252
C 2.868 2.063 -4.151
C 1.694 3.144 -4.144
H 6.568 -4.876 1.294
H 5.757 -3.820 2.534
H 4.726 -4.639 1.214
H 7.044 -2.909 0.162
H 5.310 -3.035 -0.458
H 4.510 -1.367 0.927
H 5.746 -1.589 2.221
H 6.795 0.314 1.310
H 7.436 -0.762 0.020
H 6.390 1.165 -1.151
H 5.145 -0.242 -1.319
H 4.634 1.042 1.207
H 4.643 2.410 0.048
H 0.470 -1.066 2.035
H -2.328 -2.322 3.540
H -4.023 -1.754 1.321
H -3.333 -0.909 -2.377
H -3.831 -1.005 -0.664
H -3.953 -3.080 -2.526
H -4.061 -3.280 -0.754
H -2.332 -4.647 -2.510
H -1.162 -3.353 -2.086
H 0.307 -4.171 -0.040
H 0.469 -5.646 2.144
H -1.571 -6.979 3.005
H -3.783 -6.880 1.722
H -3.933 -5.466 -0.433
H -3.169 0.570 -4.174
H -0.907 -1.499 -5.165
H 4.546 1.361 -2.959
H 3.109 3.876 -1.629
H 4.920 3.407 -1.750
H 4.043 4.068 -3.161
H 3.597 2.387 -4.954
H 2.433 1.094 -4.505
H 0.794 2.669 -4.637
H 1.930 4.058 -4.753
H 1.345 3.402 -3.102
F -7.127 -2.536 -0.191
C -7.030 -3.134 1.014
F -7.096 -4.469 0.786
C -8.138 -2.710 1.981
F -9.349 -3.131 1.551
F -7.913 -3.356 3.161
C -8.223 -1.206 2.308
O -9.153 -0.416 1.564
C -8.758 0.045 0.303
F -7.425 -0.105 0.164
F -8.985 1.377 0.303
C -9.556 -0.592 -0.839
F -9.497 -1.938 -0.806
F -9.060 -0.204 -2.038
H -6.042 -2.916 1.431
H -8.594 -1.146 3.333
H -7.237 -0.736 2.342
H -10.607 -0.298 -0.784
F 5.364 6.549 2.096
C 5.098 5.271 2.424
F 5.950 4.501 1.698
C 3.652 4.868 2.130
F 3.403 4.879 0.799
F 3.503 3.572 2.528
C 2.557 5.681 2.847
O 1.956 6.762 2.130
C 2.628 7.990 2.110
F 3.594 7.991 3.049
F 1.727 8.917 2.500
C 3.145 8.359 0.716
F 3.934 7.397 0.198
F 3.885 9.492 0.770
H 5.336 5.126 3.482
H 1.730 4.987 3.009
H 2.863 5.987 3.850
H 2.312 8.520 0.027
*
```

SMILES: CCCCCCc1nc2cc(B(O)O)c(CCCc3ccccc3)c(P(O)O)c2nc1[C@H](C)CC.FC(F)C(F)(F)COC(F)(F)C(F)F.FC(F)C(F)(F)COC(F)(F)C(F)F
maximum force: 4.34 eV Å⁻¹
E_tot: -107824.6826 eV
E_HOMO: -7.799 eV
HOMO-LUMO gap: 7.26 eV

=====

What is the E_tot in the first record? -127722.3382 eV